# 1
Below is an isolated molecule of O3S2 at a distorted geometry, with properties calculated with the ωB97M-V functional and the def2-TZVPD basis.

Results
- orbital gap (alpha / beta) (eV) = 7.7 / 8.1
- energy relative to the best compared isomer or geometry (same formula, charge and spin) (kcal/mol) = 22.5
- HOMO (alpha / beta) (eV) = -8.95 / -9.18
- spin multiplicity = 1
- electronic energy (eV) = -27809.727
- E_LUMO (alpha / beta) (eV) = -1.2976 / -1.0970
- net charge = 0

```
5
Properties=species:S:1:pos:R:3:forces:R:3
O 0.033335 0.240212 0.099553 -0.3049 -0.1876 -0.0476
O 2.371419 1.034914 0.168685 0.9980 1.6577 0.9285
O -2.395637 -1.217412 -0.179753 2.4293 1.1706 0.0906
S 1.544439 0.012013 -0.371919 -0.0329 -2.2613 -1.5024
S -1.553558 -0.069726 0.283436 -3.0894 -0.3794 0.5309
```
Forces are in eV/Å.

# 2
Below is an isolated molecule of C3H6N2O at a distorted geometry, with properties calculated with the ωB97M-V functional and the def2-TZVPD basis.

Results
- orbital gap (eV) = 10.2
- energy relative to the best compared isomer or geometry (same formula, charge and spin) (kcal/mol) = 70.1
- HOMO (eV) = -9.41
- spin multiplicity = 1
- SMILES = NC(=O)[C@@H]1CN1
- electronic energy (eV) = -8233.661
- E_LUMO (eV) = 0.8237
- net charge = 0

```
12
Properties=species:S:1:pos:R:3:forces:R:3
N -1.005478 1.235502 0.183142 4.5295 -0.3301 -1.4474
C -0.957125 -0.161973 0.006537 3.0997 4.6413 -2.4492
O -1.873356 -0.878293 -0.055916 -2.2076 -2.8380 0.4735
C 0.574513 -0.521718 -0.401993 -3.3550 -2.6042 -0.9071
C 1.484191 -0.384158 0.682604 0.4587 -0.6815 3.1306
N 1.530054 0.528882 -0.383778 3.5873 1.8348 -2.5575
H 0.032477 1.560132 -0.286405 -3.6886 -0.3028 1.9148
H -1.817830 1.822291 0.056082 -0.0730 -0.5581 0.0059
H 0.737615 -1.491019 -0.955742 -0.6006 1.4237 0.1629
H 2.144071 -1.205844 0.604075 1.2383 -0.4369 0.8767
H 1.101023 -0.077287 1.674443 0.5987 -0.0127 -0.6517
H 2.507980 0.474481 -0.963563 -3.5875 -0.1356 1.4486
```
Forces are in eV/Å.